16
Properties=species:S:1:pos:R:3 method="wB97M-V/def2-TZVPD" fmax_ha_per_bohr=0.01300 total_energy_ha=-288.6285
C 3.34 0.10 0.33
C 1.93 -0.10 -0.14
C -1.91 -0.80 -0.85
C -0.96 0.01 -0.48
C -3.16 -0.92 -0.01
C -0.19 0.99 -0.07
N 1.14 0.81 0.39
H 3.52 0.94 1.03
H 3.73 -0.83 0.76
H 3.94 0.27 -0.58
H -1.86 -1.30 -1.81
H -3.65 0.07 -0.02
H -2.95 -1.17 1.03
H -3.86 -1.64 -0.43
H -0.52 2.02 -0.18
H 1.47 1.54 1.03